Entry 1:
Entry from the OMol25 dataset: a molecular structure, C30H29IMgN2Si in a non-equilibrium geometry (the ωB97M-V functional and the def2-TZVPD basis).

Summary:
max |F|: 2.182 eV/A
frontier orbital gap (spin up / spin down): 4.579 / 4.213 eV
relative energy (zero: lowest compared OMol25 entry of this formula, charge and spin): 71.08 kcal per mole
total energy: -2057.3317 Ha
HOMO level (spin up / spin down): -4.56 / -4.12 eV
total charge: 0

Structure (XYZ):
```
64
Properties=species:S:1:pos:R:3:forces:R:3
C 2.7938 -3.1868 1.5199 0.274 0.645 0.258
C 1.6917 -3.8758 0.7261 0.089 -1.204 0.624
H 3.8043 -3.4475 1.1814 -0.269 -0.085 0.026
H 2.7018 -3.4221 2.5903 0.056 -0.262 -0.253
H 2.7182 -2.0821 1.5077 0.362 -1.857 -0.071
H 1.6316 -3.6484 -0.3620 0.120 -0.018 0.637
H 1.8951 -4.9514 0.7965 -0.137 -0.079 -0.190
H 0.7133 -3.7408 1.2007 0.364 0.075 -0.148
C 3.5933 1.2921 -1.2373 -0.079 1.294 -1.016
C 3.8171 2.5655 -1.7929 0.450 -0.996 1.201
C 3.3079 2.8669 -3.0668 -1.085 -0.723 -1.115
C 2.4434 1.9407 -3.6572 0.859 0.680 0.329
H 4.0369 1.0353 -0.2627 -0.143 0.092 -0.713
H 4.3826 3.2984 -1.2193 0.036 -0.243 -0.221
H 3.5612 3.7961 -3.5955 -0.195 -0.410 0.399
H 1.9541 2.1387 -4.6118 0.354 0.107 0.330
N 2.7869 0.3817 -1.8242 0.155 -0.070 0.733
C 2.1494 0.7281 -2.9872 -1.709 -0.639 -0.547
C 0.9998 -0.1115 -3.3886 1.158 1.042 0.787
N 0.6482 -1.1267 -2.5285 -0.191 -0.149 0.700
C -0.5132 -1.7894 -2.7190 -0.016 0.552 -1.149
C -0.9511 -0.5608 -4.7538 0.936 1.048 -0.354
C -1.3279 -1.5341 -3.8248 0.006 -1.011 1.319
H -0.7647 -2.5428 -1.9616 0.034 0.306 -0.517
H -2.2428 -2.1015 -3.9334 0.009 0.022 -0.063
C 0.1961 0.1817 -4.5043 -0.534 -0.429 -0.571
H 0.5125 0.9910 -5.1602 -0.296 -0.346 0.005
H -1.5391 -0.3736 -5.6596 0.171 -0.042 0.477
Mg 1.9691 -1.4388 -0.8707 0.487 0.414 -2.081
I 2.1246 0.0143 1.4066 -0.801 1.749 1.030
C 0.0448 1.7609 5.5662 0.345 0.080 0.002
C -0.1431 0.3937 5.3627 -0.371 -0.129 -0.388
C -0.5166 -0.0681 4.0926 0.413 0.587 -0.055
C -0.5706 0.8331 3.0071 -0.193 0.527 0.212
C -0.4378 2.2213 3.2369 0.232 -0.672 0.584
C -0.1045 2.6744 4.5172 -0.182 -0.083 -0.078
Si -0.3912 0.1762 1.2611 -0.261 0.072 0.300
C -1.5599 -1.2780 1.1658 -0.291 -0.410 -0.064
C -1.3988 -2.5412 0.5782 -0.346 0.018 0.132
C -2.4580 -3.4584 0.5610 -0.202 0.070 0.024
C -3.7007 -3.1286 1.1179 0.367 0.342 -0.026
C -3.8784 -1.8620 1.6841 0.260 0.083 -0.158
C -2.8246 -0.9480 1.7059 0.269 -0.361 0.018
C -0.7686 1.3985 -0.0766 0.051 -0.135 -0.891
C -2.0821 1.3586 -0.5726 -0.476 0.557 0.309
C -2.6601 2.5089 -1.1166 0.332 0.185 -0.398
C -1.8693 3.6295 -1.4037 0.174 -0.246 0.341
C -0.4923 3.5602 -1.1587 -0.012 -0.158 -0.188
C 0.0573 2.4457 -0.5166 -0.146 0.342 0.452
H 0.3551 2.1140 6.5529 -0.119 -0.071 -0.327
H 0.0244 -0.3214 6.1745 -0.229 0.330 -0.242
H -0.7130 -1.1287 3.9196 0.240 0.232 0.064
H -0.5682 2.9277 2.4201 0.210 -0.111 0.054
H 0.0805 3.7392 4.6852 -0.200 -0.365 0.012
H -0.4360 -2.8383 0.1518 -0.603 0.316 0.080
H -2.3279 -4.4383 0.0939 0.046 0.310 0.188
H -4.5270 -3.8406 1.1118 0.278 0.160 -0.046
H -4.8324 -1.5565 2.1018 0.047 -0.176 -0.029
H -2.9620 0.0342 2.1689 -0.081 -0.352 -0.130
H -2.6855 0.4531 -0.4869 0.086 0.362 0.265
H -3.7264 2.5446 -1.3246 0.177 -0.167 -0.131
H -2.3115 4.5466 -1.8125 0.176 -0.484 0.135
H 0.1594 4.3812 -1.4623 -0.161 -0.245 0.088
H 1.1308 2.4100 -0.3136 -0.294 0.129 0.044
```
Positions in Å, forces in eV/Å.

Entry 2:
Entry from the OMol25 dataset: a molecular structure, C30H30AgIN2O3P2 (the ωB97M-V functional and the def2-TZVPD basis).

Summary:
max |F|: 0.523 eV/A
frontier orbital gap: 5.264 eV
relative energy (zero: lowest compared OMol25 entry of this formula, charge and spin): 0.00 kcal per mole
total energy: -2623.8343 Ha
HOMO level: -1.39 eV
total charge: -2

Structure (XYZ):
```
69
Properties=species:S:1:pos:R:3:forces:R:3
Ag -0.0479 0.4839 0.8587 0.049 0.519 0.029
N -2.3937 1.6853 -0.2094 -0.013 -0.120 -0.045
C -1.8898 3.0497 -0.3545 0.002 0.036 0.007
C -0.5359 3.0918 -1.0839 0.027 0.064 0.085
O -0.4287 3.9104 -2.0356 -0.001 0.022 -0.010
N 0.3653 2.2695 -0.5976 -0.032 -0.179 -0.095
C 1.6259 2.1950 -1.2935 0.012 -0.020 0.004
C 2.1688 0.7639 -1.4331 -0.073 -0.002 0.043
O 3.2529 0.6252 -2.0388 0.035 0.014 -0.005
O 1.4860 -0.1812 -0.9307 -0.008 -0.102 -0.015
H -2.5475 1.2603 -1.1150 -0.036 0.000 0.000
H -3.2519 1.6429 0.3252 0.023 0.032 0.027
H -1.7529 3.4556 0.6515 -0.009 -0.004 0.001
H -2.5647 3.7135 -0.9077 0.008 -0.004 -0.005
H 2.4075 2.7647 -0.7707 0.003 0.015 -0.008
H 1.5665 2.6233 -2.2994 -0.015 -0.015 0.001
C 0.4596 -4.5816 0.3310 -0.038 -0.022 0.026
P 0.1597 -2.7604 0.6762 0.126 -0.160 -0.044
C -1.4014 -2.5796 -0.2819 -0.031 -0.042 0.027
C -2.5222 -3.4074 -0.2077 0.011 -0.035 -0.035
C -3.5970 -3.2306 -1.0650 -0.009 0.005 -0.004
C -3.5573 -2.2333 -2.0322 0.011 0.001 0.008
C -2.4369 -1.4250 -2.1369 -0.011 0.005 0.008
C -1.3655 -1.5915 -1.2665 -0.008 0.067 0.009
C -0.2525 -2.9924 2.4599 -0.020 -0.002 -0.014
C 0.7421 -2.5355 3.3243 0.005 -0.002 0.000
C 0.6247 -2.6865 4.6986 -0.007 -0.003 -0.001
C -0.5049 -3.2847 5.2368 0.007 0.002 -0.002
C -1.5093 -3.7323 4.3902 -0.003 0.000 0.003
C -1.3794 -3.5940 3.0152 -0.015 0.013 0.000
P 0.7485 -4.9580 -1.4567 0.017 0.032 0.052
C 2.4810 -4.3903 -1.6697 -0.012 -0.009 -0.027
C 2.6874 -3.0092 -1.7064 -0.031 0.034 -0.010
C 3.9565 -2.4797 -1.9004 0.013 -0.029 -0.001
C 5.0335 -3.3378 -2.0830 -0.001 0.004 -0.003
C 4.8397 -4.7136 -2.0657 0.011 -0.003 0.001
C 3.5714 -5.2406 -1.8588 -0.014 -0.004 0.024
C 0.9784 -6.7873 -1.3707 -0.002 -0.016 -0.046
C 1.5006 -7.4739 -0.2751 -0.012 -0.011 0.017
C 1.6455 -8.8536 -0.2988 0.005 -0.004 0.010
C 1.2765 -9.5769 -1.4256 -0.008 0.023 -0.013
C 0.7566 -8.9092 -2.5249 0.005 -0.027 0.003
C 0.6046 -7.5293 -2.4902 0.013 0.013 0.008
H -0.3992 -5.1841 0.6474 0.003 0.001 -0.002
H 1.3205 -4.8642 0.9430 0.004 0.003 -0.009
H -2.5591 -4.2235 0.5031 0.007 0.008 -0.034
H -4.4621 -3.8793 -0.9860 0.000 -0.001 -0.002
H -4.3948 -2.0966 -2.7066 -0.002 0.000 0.000
H -2.3856 -0.6550 -2.8976 -0.002 0.002 0.001
H -0.4867 -0.9554 -1.3560 0.014 -0.004 0.023
H 1.5988 -2.0216 2.9026 0.001 0.001 0.005
H 1.4041 -2.3094 5.3493 -0.001 0.004 0.000
H -0.6125 -3.3834 6.3104 0.001 0.000 0.000
H -2.4048 -4.1836 4.8017 -0.001 -0.001 0.001
H -2.1829 -3.9421 2.3815 0.012 0.018 0.024
H 1.8819 -2.2919 -1.5676 0.015 -0.015 -0.005
H 4.0459 -1.3948 -1.9194 0.001 0.003 0.000
H 6.0268 -2.9348 -2.2467 -0.001 0.004 0.002
H 5.6791 -5.3850 -2.2131 0.000 0.000 -0.001
H 3.4384 -6.3160 -1.8474 0.004 0.007 -0.004
H 1.8047 -6.9252 0.6073 -0.001 0.002 -0.003
H 2.0530 -9.3664 0.5645 0.000 0.003 0.001
H 1.3914 -10.6540 -1.4442 0.000 -0.002 0.000
H 0.4623 -9.4632 -3.4083 0.000 0.001 -0.001
H 0.1863 -7.0090 -3.3445 0.002 0.002 0.000
I -2.0774 1.8672 3.5489 0.001 0.001 0.000
C -0.7189 0.2425 2.8951 0.005 -0.148 0.004
H -1.3226 -0.6176 3.1859 -0.011 0.012 -0.029
H 0.0683 0.3331 3.6473 -0.023 0.016 0.018
```
Positions in Å, forces in eV/Å.

Entry 3:
Entry from the OMol25 dataset: a molecular structure, C30H30AsN5O4ReS in a non-equilibrium geometry (the ωB97M-V functional and the def2-TZVPD basis).

Summary:
max |F|: 2.392 eV/A
frontier orbital gap (spin up / spin down): 5.590 / 6.008 eV
relative energy (zero: lowest compared OMol25 entry of this formula, charge and spin): 10.44 kcal per mole
total energy: -4447.8062 Ha
HOMO level (spin up / spin down): -13.17 / -13.16 eV
multiplicity: 2
total charge: +2

Structure (XYZ):
```
72
Properties=species:S:1:pos:R:3:forces:R:3
Re -1.0833 -0.0816 0.2059 1.920 -1.313 -0.557
N -2.3799 3.6783 1.3811 0.079 0.513 0.374
C -1.8756 3.3985 2.6585 -0.174 0.181 -0.215
C -1.8834 4.1464 3.8277 -0.030 0.090 -0.028
C -1.3513 3.5391 4.9456 0.047 -0.028 0.068
C -0.8369 2.2331 4.8930 -0.005 0.019 0.011
C -0.8260 1.5016 3.7211 0.086 -0.098 0.051
C -1.3525 2.1128 2.5874 0.035 -0.190 -0.338
N -1.5161 1.6630 1.2591 -0.144 0.133 -0.081
C -2.1543 2.6322 0.6036 0.021 -0.283 0.050
C -2.6435 2.3418 -0.7275 0.077 -0.260 0.183
C -3.1778 3.1153 -1.6960 -0.162 0.300 -0.241
S -3.6331 2.1428 -3.0178 -0.082 0.066 -0.176
C -3.0719 0.7563 -2.2232 -0.157 -0.125 0.142
N -2.5804 0.9914 -1.0330 0.146 -0.016 0.216
H -2.8388 4.5330 1.1053 -0.052 -0.023 0.018
H -2.2913 5.1488 3.8646 0.023 -0.051 0.000
H -1.3355 4.0776 5.8858 -0.004 -0.055 -0.079
H -0.4440 1.7857 5.7974 -0.015 0.029 -0.049
H -0.4368 0.4922 3.7073 -0.039 0.084 0.011
H -3.3168 4.1891 -1.7105 -0.010 -0.168 0.011
H -3.1385 -0.2316 -2.6629 0.051 0.105 0.059
N -2.2326 -1.1472 1.7302 -0.673 0.207 -0.448
C -3.3001 -2.0557 1.2182 0.139 0.172 0.188
C -2.7103 -3.1918 0.4060 0.140 0.164 0.151
C -2.0968 -2.7709 -0.8977 0.075 -0.138 0.013
O -2.2560 -3.3542 -1.9191 0.065 0.098 -0.302
O -1.2714 -1.6558 -0.8869 -0.301 0.761 0.540
H -1.5374 -1.6842 2.2569 0.027 -0.163 0.151
H -2.6494 -0.4872 2.3819 -0.052 0.001 0.033
H -3.9966 -1.4683 0.6228 -0.044 0.074 -0.067
H -3.8569 -2.4681 2.0557 -0.028 -0.050 0.106
H -3.4853 -3.9132 0.1689 -0.040 -0.091 -0.026
H -1.9418 -3.7146 0.9844 0.001 0.012 0.022
O 0.0379 -2.0877 2.8479 0.080 -0.069 -0.037
C 0.8100 -1.2395 2.4612 0.020 0.264 -0.065
N 0.5539 -0.3468 1.3739 -0.586 0.104 -0.010
C 1.6498 0.5707 1.2976 0.308 -0.479 0.255
O 1.7110 1.4872 0.5224 -0.208 0.225 0.034
C 2.6434 0.1755 2.3255 -0.218 0.028 -0.105
C 3.8686 0.7260 2.6326 0.137 0.100 0.031
C 4.5835 0.1361 3.6739 0.003 0.024 -0.043
C 4.0746 -0.9612 4.3687 0.046 0.009 0.030
C 2.8351 -1.5070 4.0485 0.039 -0.177 0.144
C 2.1391 -0.9143 3.0167 -0.104 -0.028 -0.137
H 4.2566 1.5780 2.0871 -0.019 -0.051 0.047
H 5.5527 0.5360 3.9480 -0.067 -0.042 -0.012
H 4.6562 -1.3980 5.1717 -0.026 0.042 -0.051
H 2.4399 -2.3627 4.5847 0.015 0.083 -0.061
C 1.6079 1.8418 -2.4121 0.010 0.107 0.156
As 0.6006 0.2994 -1.8523 -0.302 -0.092 0.327
C 2.0007 -0.9947 -1.5433 0.046 0.035 0.144
C -0.1777 -0.2825 -3.5663 0.196 -0.142 0.179
C 0.7483 -1.2004 -4.3277 -0.301 0.298 -0.124
C 1.6675 -0.6795 -5.2287 0.180 0.116 -0.134
C 2.5073 -1.5184 -5.9526 -0.009 0.243 0.039
C 2.4336 -2.8883 -5.7795 0.021 -0.149 -0.003
C 1.5150 -3.4165 -4.8847 -0.136 -0.023 0.166
C 0.6748 -2.5751 -4.1627 -0.045 -0.375 0.075
H 2.1515 1.5234 -3.2971 0.081 0.072 -0.120
H 2.3002 2.1297 -1.6263 -0.026 -0.001 -0.063
H 0.9603 2.6809 -2.6535 -0.053 0.005 -0.039
H 2.6169 -1.0514 -2.4359 0.048 -0.043 -0.066
H 1.5701 -1.9717 -1.3393 -0.024 -0.032 -0.019
H 2.6106 -0.6720 -0.7014 0.005 -0.028 -0.066
H -0.3641 0.6391 -4.1167 -0.097 0.007 -0.089
H -1.1211 -0.7743 -3.3375 0.060 -0.085 -0.111
H 1.7175 0.3924 -5.3900 -0.010 -0.016 -0.032
H 3.2093 -1.0990 -6.6614 -0.015 0.020 0.017
H 3.0794 -3.5433 -6.3508 -0.030 0.015 0.037
H 1.4419 -4.4898 -4.7541 -0.012 0.064 -0.005
H -0.0604 -2.9962 -3.4800 0.071 0.017 -0.082
```
Positions in Å, forces in eV/Å.